Entry 1:
{
  "formula": "C15H28Br2CaCl4F6N3O8S2",
  "method": "ωB97M-V/def2-TZVPD",
  "species": ["C", "C", "C", "O", "O", "C", "C", "C", "C", "N", "C", "C", "N", "H", "H", "H", "H", "H", "H", "H", "H", "H", "H", "H", "H", "H", "H", "H", "H", "H", "H", "H", "Br", "C", "C", "Br", "H", "H", "H", "H", "C", "Cl", "Cl", "Cl", "Cl", "C", "O", "H", "H", "H", "C", "F", "F", "F", "S", "O", "O", "N", "S", "O", "O", "C", "F", "F", "F", "Ca", "O", "H", "H"],
  "xyz": [[-1.20463, 2.20723, 5.09546], [-0.96788, 2.37769, 3.59418], [0.29676, 1.72607, 3.10669], [0.68845, 0.64789, 3.47865], [0.96968, 2.48364, 2.20126], [1.21060, 1.91506, 0.89521], [0.06492, 1.07666, 0.35291], [0.22530, -0.46283, 0.47898], [-0.89592, -1.08295, 1.28648], [-0.91314, -2.55360, 0.96259], [0.43650, -3.19923, 1.23138], [1.48104, -2.18763, 1.72000], [1.49690, -0.89363, 1.05445], [-2.26902, 2.29740, 5.31407], [-0.87223, 1.22790, 5.43724], [-0.71046, 2.99512, 5.66217], [-0.96067, 3.42921, 3.31705], [-1.79408, 1.90670, 3.04681], [2.14653, 1.35933, 0.91734], [1.35072, 2.76204, 0.23009], [-0.03736, 1.30259, -0.70889], [-0.87456, 1.40683, 0.80704], [0.13330, -0.89038, -0.53527], [-1.85403, -0.65676, 0.99221], [-0.74424, -0.96468, 2.36024], [-1.64698, -3.02590, 1.49618], [-1.13271, -2.62590, -0.03075], [0.73448, -3.75720, 0.34549], [0.27374, -3.92899, 2.02459], [1.35532, -2.03564, 2.79513], [2.45224, -2.65737, 1.56549], [2.20610, -0.88405, 0.33300], [-2.69046, -7.38422, 1.17378], [-1.51492, -7.10308, 2.69973], [-2.17549, -6.38167, 3.84360], [-2.36959, -4.47776, 3.50981], [-0.63100, -6.59373, 2.32726], [-1.23099, -8.11393, 3.03203], [-1.56355, -6.46223, 4.73939], [-3.17577, -6.75090, 4.04884], [-4.80915, -3.11056, 6.67721], [-3.73145, -4.33823, 7.36296], [-5.65665, -2.27787, 7.96112], [-3.83802, -1.95075, 5.75027], [-5.96486, -3.89083, 5.59184], [2.21327, 3.79760, -2.59937], [1.49837, 2.88203, -2.05364], [1.84285, 4.03016, -3.70615], [2.17103, 4.80401, -2.14031], [3.25221, 3.50321, -2.84584], [2.78242, 0.90050, -9.03248], [3.70602, 0.16502, -9.65219], [1.87756, 1.29754, -9.92187], [2.17296, 0.13920, -8.11935], [3.62555, 2.34211, -8.24075], [4.17655, 3.10657, -9.31196], [4.51322, 1.77639, -7.26965], [2.31466, 2.98035, -7.59516], [2.32784, 4.27429, -6.73133], [2.58249, 5.49977, -7.41501], [2.97442, 4.09515, -5.43737], [0.52701, 4.29475, -6.31574], [0.16976, 3.18352, -5.65415], [-0.22536, 4.40893, -7.39512], [0.29376, 5.34141, -5.50679], [-1.07049, -10.02792, 1.96949], [-2.05745, 5.50975, 1.87090], [-1.36128, 4.86066, 1.72982], [-1.60008, 6.35615, 1.82873]],
  "lowdin_charge": [-0.0701, -0.1404, -0.4886, 0.1189, 0.0003, -0.1386, -0.0842, -0.3069, -0.0778, 0.0607, -0.0935, -0.1713, -0.0146, 0.0766, 0.0719, 0.0840, 0.1006, 0.1244, 0.1222, 0.1029, 0.1118, 0.1193, 0.1498, 0.1463, 0.1337, 0.0639, 0.1751, 0.1323, 0.0879, 0.1209, 0.1356, 0.1319, 0.5490, -0.7733, -0.6412, 0.7012, 0.0500, -0.1318, 0.0759, 0.0667, -2.0653, 0.5084, 0.5689, 0.4753, 0.5180, -0.1930, 0.0179, 0.1809, 0.1237, 0.1235, -0.6886, 0.1361, 0.1416, 0.1251, 0.5885, -0.2612, -0.2815, -0.2947, 0.5962, -0.2501, -0.2969, -0.6845, 0.1169, 0.1616, 0.1170, 0.8352, -0.0529, 0.0084, 0.0437],
  "charge": 1
}

=====

Entry 2:
{
  "formula": "C15H28Br2F3O4P",
  "method": "ωB97M-V/def2-TZVPD",
  "species": ["C", "C", "P", "C", "C", "O", "C", "C", "C", "C", "O", "O", "C", "C", "C", "F", "Br", "C", "F", "F", "Br", "H", "H", "H", "H", "H", "H", "H", "H", "H", "H", "H", "H", "H", "H", "H", "H", "H", "H", "H", "H", "H", "H", "C", "C", "O", "C", "H", "H", "H", "H", "H", "H"],
  "xyz": [[0.71190, 2.67304, -2.45958], [1.45029, 1.63817, -1.43490], [0.19057, 0.82211, -0.27878], [0.82716, 1.89786, 1.20404], [0.26355, 3.42707, 1.13460], [1.32781, 4.38692, 0.89134], [0.46003, -0.71980, 0.79442], [2.00651, -1.08574, 1.07460], [1.97552, -2.23554, 2.23036], [3.41664, -2.82783, 2.55894], [4.29497, -2.19711, 3.18038], [3.66160, -4.17575, 2.11713], [-0.54883, -0.28879, -1.64844], [0.48866, -1.30113, -2.34030], [-0.06113, -2.78015, -2.57872], [-1.47799, -2.89798, -2.63377], [0.54149, -4.07640, -1.15710], [0.55228, -3.36518, -3.98412], [-0.08001, -2.81534, -5.11699], [1.94655, -3.01822, -3.96723], [0.49186, -5.37565, -4.01479], [1.42437, 3.09843, -3.24151], [0.34698, 3.54341, -1.79887], [-0.20976, 2.22657, -2.95399], [2.11996, 0.91789, -2.01327], [2.16741, 2.30753, -0.82658], [-1.11726, 1.45857, -0.18501], [1.97554, 1.87292, 1.29879], [0.44297, 1.49908, 2.21942], [-0.16137, 3.69187, 2.17509], [-0.62280, 3.52199, 0.41057], [1.39130, 4.44879, -0.08449], [-0.01433, -1.68235, 0.36729], [-0.02294, -0.60148, 1.83672], [2.62748, -0.21022, 1.44907], [2.50085, -1.57837, 0.17379], [1.51240, -1.73204, 3.15571], [1.21226, -3.04570, 1.92039], [2.77706, -4.61776, 2.14300], [-1.39206, -0.89937, -1.14437], [-1.07253, 0.28825, -2.49633], [1.48104, -1.30693, -1.76238], [0.75275, -0.86658, -3.37740], [-4.77439, 0.27147, 1.36080], [-3.53740, 0.87393, 1.97175], [-2.50958, 0.23177, 2.08156], [-3.62093, 2.30185, 2.44156], [-4.56796, -0.76023, 1.06866], [-5.58752, 0.27301, 2.08977], [-5.06266, 0.83624, 0.47167], [-4.38278, 2.39360, 3.21855], [-3.85804, 2.95674, 1.60027], [-2.65744, 2.60254, 2.85872]],
  "lowdin_charge": [-0.1323, -0.3095, 0.7850, -0.3147, -0.2930, -0.1153, -0.3107, -0.2003, -0.1144, -0.3972, 0.0660, 0.0272, -0.3401, -0.2145, -0.6730, -0.0518, 0.7041, -0.7357, 0.0144, -0.0428, 0.6875, 0.0799, 0.0591, 0.0599, 0.0863, 0.0812, 0.0548, 0.0847, 0.0845, 0.1141, 0.0950, 0.0639, 0.0540, 0.0878, 0.1090, 0.1018, 0.1336, 0.1035, 0.1027, 0.0898, 0.0821, 0.0943, 0.1299, -0.0216, -0.5005, 0.0423, -0.0199, 0.0841, 0.0869, 0.0870, 0.0873, 0.0879, 0.0760]
}

=====

Entry 3:
{
  "formula": "C15H28CaF6N3O24S6",
  "method": "ωB97M-V/def2-TZVPD",
  "species": ["Ca", "N", "S", "O", "O", "F", "S", "O", "O", "F", "N", "S", "O", "O", "F", "S", "O", "O", "F", "N", "S", "O", "O", "F", "S", "O", "O", "F", "C", "C", "C", "O", "C", "O", "O", "H", "H", "H", "H", "H", "H", "C", "O", "C", "O", "O", "C", "H", "H", "H", "H", "H", "H", "C", "C", "O", "C", "O", "O", "C", "H", "H", "H", "H", "H", "H", "H", "H", "C", "C", "O", "C", "O", "O", "C", "H", "H", "H", "H", "H", "H", "H", "H"],
  "xyz": [[-0.39019, 0.47669, 0.14646], [-2.79575, -0.22995, 4.37961], [-3.75354, -1.29840, 3.88029], [-3.91398, -2.60929, 4.43452], [-4.29450, -1.14657, 2.53880], [-4.97165, -0.64273, 4.69182], [-1.62549, -1.04165, 3.40420], [-1.35453, -0.51387, 2.09260], [-1.31656, -2.46267, 3.63970], [-0.51809, -0.35390, 4.34961], [-5.08282, -0.57714, -2.11684], [-3.83346, -1.07572, -1.02843], [-3.95372, -2.31043, -0.21586], [-2.83816, -0.12342, -0.54745], [-3.11205, -1.70618, -2.33040], [-5.84829, 0.04585, -0.90798], [-5.26006, 1.16349, -0.22547], [-6.50370, -0.97946, -0.03543], [-7.02122, 0.63883, -1.87038], [-0.42122, 2.28440, 1.32209], [0.78254, 3.51995, 1.53036], [1.34931, 3.58554, 2.84607], [0.75050, 4.70597, 0.70368], [2.01235, 2.77161, 0.77615], [-1.53366, 3.07460, 2.04566], [-1.68400, 4.55087, 1.86519], [-2.02374, 2.50981, 3.30314], [-2.48730, 2.51998, 0.92476], [-1.38758, 5.66393, -2.10783], [-1.51097, 4.50691, -3.14721], [-0.24613, 4.10672, -3.88613], [-0.11133, 2.79349, -3.53520], [-0.89773, 2.38318, -2.59724], [-0.81755, 1.35747, -1.99308], [-1.68000, 3.43049, -2.31600], [-1.59404, 6.61646, -2.59585], [-0.47401, 5.58876, -1.51806], [-2.21202, 5.62300, -1.39599], [-2.39788, 4.72087, -3.74364], [0.61987, 4.63578, -3.48833], [-0.33974, 4.33967, -4.94682], [-1.60142, -3.85180, 0.49792], [-0.43916, -3.95933, -0.36951], [0.07061, -2.79528, -0.76581], [-0.32014, -1.64262, -0.44934], [1.04844, -2.92336, -1.73397], [2.05909, -3.93217, -1.66804], [-1.94979, -2.85733, 0.77678], [-1.25091, -4.13228, 1.49118], [-2.41752, -4.54396, 0.29055], [2.94315, -3.32315, -1.47933], [2.12868, -4.42521, -2.63767], [1.76898, -4.62132, -0.87493], [3.19668, -0.26230, -5.03801], [3.18098, 0.99696, -4.26333], [2.14770, 0.93697, -3.19256], [2.33155, 0.65824, -1.89506], [1.45714, 0.35940, -1.09258], [3.57834, 0.97415, -1.55177], [4.28744, 0.52513, -0.48558], [2.19435, -0.52907, -5.37309], [3.68666, -1.08418, -4.51597], [3.72599, -0.09821, -5.97663], [2.88512, 1.75681, -4.98665], [4.16722, 1.34680, -3.95830], [4.28767, -0.56482, -0.47464], [3.95190, 0.81763, 0.50939], [5.26643, 0.94773, -0.71160], [1.34943, -4.85133, 3.00937], [1.95562, -3.50628, 3.48056], [1.53727, -2.55767, 2.50930], [1.95438, -1.29567, 2.45160], [1.55065, -0.48916, 1.54000], [2.75059, -1.02223, 3.48434], [3.22702, 0.26335, 3.56540], [0.26867, -4.87985, 3.14810], [1.62516, -5.59212, 3.75991], [1.47503, -5.20812, 1.98711], [3.04503, -3.54089, 3.47115], [1.54550, -3.35211, 4.47862], [2.40076, 0.97423, 3.57262], [3.81804, 0.39389, 2.65890], [3.80354, 0.34759, 4.48661]],
  "lowdin_charge": [1.4628, -0.1700, 0.3551, -0.2846, -0.2573, -0.2290, 0.5916, -0.3713, -0.2772, -0.2057, -0.2414, 0.6268, -0.2920, -0.3576, -0.2378, 0.4490, -0.2809, -0.3163, -0.2332, -0.4295, 0.5982, -0.2590, -0.2762, -0.2165, 0.5001, -0.2868, -0.2504, -0.1796, 0.0020, -0.3037, -0.0975, 0.1088, -0.5250, 0.0738, 0.1054, 0.0774, 0.0765, 0.0920, 0.1550, 0.1405, 0.1382, 0.0015, 0.0309, -0.4492, -0.0702, -0.0270, -0.0280, 0.0717, 0.0729, 0.1105, 0.0878, 0.0928, 0.0894, -0.0782, -0.1789, 0.0535, -0.4934, -0.0209, -0.0051, -0.0625, 0.0920, 0.0812, 0.0824, 0.1206, 0.1229, 0.1041, 0.0748, 0.1074, -0.0545, -0.1829, 0.0283, -0.4791, 0.0004, 0.0013, -0.0377, 0.0661, 0.0742, 0.0716, 0.1226, 0.1339, 0.1032, 0.0871, 0.1081],
  "charge": -1
}

=====

Entry 4:
{
  "formula": "C15H28F6LiO12P",
  "method": "ωB97M-V/def2-TZVPD",
  "species": ["Li", "P", "F", "F", "F", "F", "F", "F", "C", "C", "O", "C", "O", "O", "H", "H", "H", "H", "C", "C", "O", "C", "O", "O", "C", "H", "H", "H", "H", "H", "H", "H", "H", "C", "C", "O", "C", "O", "O", "C", "H", "H", "H", "H", "H", "H", "H", "H", "C", "C", "O", "C", "O", "O", "C", "H", "H", "H", "H", "H", "H", "H", "H"],
  "xyz": [[0.85814, 0.77424, 1.13530], [3.71394, 3.70962, 4.12342], [3.61024, 2.04911, 3.96527], [2.69438, 3.81072, 2.80229], [2.57412, 3.69339, 5.21943], [3.88009, 5.30527, 4.37297], [4.81969, 3.41020, 5.31213], [4.96799, 3.71667, 3.08653], [-6.90331, 3.11296, -2.83377], [-7.11942, 1.64625, -2.75270], [-6.07084, 1.29057, -1.84507], [-5.14274, 2.31927, -1.76296], [-4.00179, 2.33032, -1.34595], [-5.61376, 3.35422, -2.39880], [-7.43132, 3.65014, -2.04590], [-7.20905, 3.50725, -3.80288], [-7.17101, 1.20922, -3.74992], [-8.00117, 1.43886, -2.14640], [-3.55475, -4.73941, -4.29141], [-2.55440, -4.41360, -3.20275], [-1.20252, -4.23937, -3.75197], [-0.15060, -3.78863, -2.94653], [-0.34451, -3.16418, -1.90474], [1.07310, -3.82802, -3.56923], [1.34236, -5.05043, -4.23769], [-3.41080, -4.13958, -5.19006], [-4.51071, -4.43334, -3.86649], [-3.65004, -5.80034, -4.52262], [-2.72004, -5.25074, -2.52463], [-2.92349, -3.61670, -2.55712], [1.68869, -5.77678, -3.50245], [2.18767, -4.89417, -4.90786], [0.48424, -5.36392, -4.83221], [8.48965, -0.33593, -0.92158], [7.22397, -0.70889, -1.78663], [7.02463, 0.47538, -2.56205], [5.84794, 1.21799, -2.50366], [4.93559, 1.03086, -1.77014], [5.87058, 2.11382, -3.48324], [6.90657, 2.30925, -4.48926], [8.35893, 0.33028, -0.06883], [9.39928, 0.03661, -1.39262], [9.04143, -1.18419, -0.51650], [6.45777, -0.99829, -1.06741], [7.35454, -1.52855, -2.49318], [7.63893, 2.83260, -3.87456], [6.66549, 3.03818, -5.26298], [7.19490, 1.31017, -4.81607], [-5.58867, 2.42882, 5.60629], [-4.52514, 1.52767, 4.98464], [-4.05831, 0.62682, 6.00848], [-2.93632, -0.13829, 5.67277], [-2.34924, -0.06140, 4.59658], [-2.57798, -0.91931, 6.77845], [-1.27610, -1.44039, 6.92357], [-6.25908, 1.87030, 6.25951], [-6.22123, 2.91986, 4.86679], [-5.28874, 3.22295, 6.29002], [-3.75212, 2.07903, 4.44935], [-5.03959, 0.96941, 4.20246], [-0.92910, -1.92934, 6.01328], [-1.26291, -2.25714, 7.64526], [-0.55380, -0.66748, 7.18623]],
  "lowdin_charge": [0.9687, 0.1931, -0.2402, -0.2264, -0.1483, -0.1664, -0.2058, -0.1885, -0.1591, -0.1193, 0.0503, -0.5419, 0.1336, 0.0881, 0.1390, 0.1405, 0.1344, 0.1359, -0.0782, -0.2103, -0.0105, -0.4873, 0.1011, -0.0125, -0.0560, 0.0803, 0.0778, 0.0765, 0.1190, 0.1174, 0.0983, 0.0947, 0.0930, -0.0674, -0.1717, -0.0396, -0.5692, 0.1462, -0.0139, -0.0019, 0.0779, 0.0653, 0.0611, 0.1153, 0.1171, 0.0964, 0.0928, 0.0952, -0.0742, -0.2191, 0.0098, -0.4520, 0.0904, -0.0303, -0.0672, 0.0757, 0.0752, 0.0740, 0.1216, 0.1191, 0.0862, 0.0941, 0.1022]
}

=====

The HOMO results, record by record, are as follows: -8.449; -8.276; -6.496; -10.285 eV.
The gap between HOMO and LUMO results, record by record, are as follows: 0.9870; 8.1998; 7.9635; 8.0980 eV.